1.
29
Properties=species:S:1:pos:R:3 method="wB97M-V/def2-TZVPD" e_lumo_ev="0.54 / -2.18" orbital_gap_ha="0.240 / 0.267" multiplicity=3 e_homo_ha="-0.220 / -0.348"
C -0.312 0.719 0.110
C -0.234 -0.314 -0.965
C -0.916 3.080 0.806
C -1.154 1.911 0.188
C 1.092 -1.055 -0.960
C 1.963 -0.403 -2.070
C 1.001 -2.583 -1.185
C 0.437 0.060 3.811
C -3.110 -0.236 -1.610
O 2.078 1.410 1.583
O 1.665 -0.808 0.216
O 0.367 -0.407 2.419
P 1.057 0.403 1.213
S -1.422 -0.648 -2.282
H -1.752 3.869 0.647
H -0.012 3.144 1.440
H -1.815 1.902 -0.677
H 2.934 -0.991 -1.956
H 2.257 0.678 -1.717
H 1.648 -0.433 -3.080
H 1.951 -3.000 -1.017
H 0.705 -2.848 -2.161
H 0.296 -3.008 -0.515
H -0.508 -0.329 4.271
H 0.638 1.093 3.948
H 1.413 -0.404 4.223
H -3.641 -1.148 -2.104
H -3.492 0.630 -2.095
H -3.133 -0.283 -0.481


2.
29
Properties=species:S:1:pos:R:3 method="wB97M-V/def2-TZVPD" e_lumo_ev=0.01 orbital_gap_ha=0.345 smiles="CC(=O)NCCCC[C@H]1CB1C=O" e_homo_ha=-0.345
C -0.568 3.639 4.041
C -0.642 2.392 3.086
O -1.618 1.712 2.949
N 0.471 2.140 2.381
C 0.481 0.843 1.750
C 0.180 0.817 0.240
C 0.631 -0.542 -0.321
C 0.364 -0.709 -1.809
C 0.470 -2.093 -2.159
C -0.671 -2.977 -1.840
B -0.234 -2.813 -3.325
C -0.387 -2.844 -4.940
O -0.826 -2.106 -5.820
H -1.477 4.223 3.973
H -0.537 3.258 5.167
H 0.350 4.306 3.717
H 1.286 2.623 2.604
H 1.443 0.507 1.900
H -0.103 0.124 2.339
H -0.908 0.758 0.053
H 0.753 1.587 -0.293
H 1.682 -0.692 0.012
H 0.030 -1.239 0.305
H -0.761 -0.405 -1.838
H 0.928 -0.091 -2.461
H 1.407 -2.491 -1.706
H -1.548 -2.396 -1.505
H -0.448 -3.815 -1.171
H 0.250 -3.714 -5.328


3.
29
Properties=species:S:1:pos:R:3 method="wB97M-V/def2-TZVPD" e_lumo_ev=-5.62 orbital_gap_ha=0.279 charge=+1 e_homo_ha=-0.486
C -0.330 -3.933 -1.487
C -1.372 -2.768 -1.621
C -0.726 -1.334 -1.723
Br 0.390 -1.304 -3.337
C 0.100 -1.031 -0.404
C 1.217 -0.092 -0.567
C 1.970 0.110 0.690
C 1.425 -0.667 1.775
N 0.353 -1.468 1.767
N -0.336 -1.667 0.666
H 0.705 -3.670 -1.806
H -0.620 -4.852 -2.058
H -0.254 -4.263 -0.416
H -2.107 -2.837 -0.777
H -1.992 -2.888 -2.548
H -1.539 -0.564 -1.780
H 1.502 0.414 -1.507
H 2.845 0.786 0.755
H 1.964 -0.591 2.750
H 0.052 -1.945 2.623
C -1.223 3.974 1.254
C 0.135 4.090 0.591
O 1.126 3.404 1.357
H -1.192 4.391 2.262
H -1.985 4.502 0.679
H -1.519 2.925 1.350
H 0.437 5.134 0.516
H 0.112 3.664 -0.419
H 0.861 2.480 1.414


4.
28
Properties=species:S:1:pos:R:3 method="wB97M-V/def2-TZVPD" e_lumo_ev="3.04 / 3.04" orbital_gap_ha="0.150 / 0.150" relative_energy_kcal_mol=35.9 charge=-1 e_homo_ha="-0.039 / -0.039"
C 0.552 0.926 -2.941
C 0.163 0.162 -3.981
C -0.260 -1.193 -3.939
C -0.274 -2.172 -2.904
C -0.001 -1.994 -1.600
Cd -0.398 -0.028 -1.385
P 0.131 2.604 -0.229
H 1.006 1.913 -3.106
H 0.172 0.565 -5.016
H -0.534 -1.599 -4.916
H 0.116 -2.823 -0.889
H -0.524 -3.181 -3.292
H -0.893 3.077 0.640
H 0.256 3.780 -1.020
H 1.234 2.841 0.640
C -0.498 0.495 3.330
C 0.641 -0.545 3.354
C 0.886 -0.889 1.883
O -0.221 -0.347 1.113
C -1.225 0.156 2.031
H -1.156 0.415 4.198
H -0.073 1.510 3.297
H 0.298 -1.439 3.887
H 1.543 -0.171 3.842
H 1.815 -0.433 1.510
H 0.920 -1.977 1.714
H -1.943 -0.659 2.218
H -1.733 1.007 1.559


5.
35
Properties=species:S:1:pos:R:3 method="wB97M-V/def2-TZVPD" e_lumo_ev="-11.40 / -15.33" orbital_gap_ha="0.273 / 0.110" relative_energy_kcal_mol=4.6 multiplicity=5 charge=+3 e_homo_ha="-0.692 / -0.674"
I 2.142 2.388 -2.607
I 0.947 -2.468 -1.458
Pt 0.222 0.083 -0.730
P -0.839 -0.015 -2.727
C 0.250 0.009 -4.176
C -1.937 -1.435 -2.809
H -2.675 1.346 -2.049
H -2.404 1.430 -3.813
H -1.340 2.332 -2.681
C -1.927 1.404 -2.818
H -2.656 -1.379 -1.994
H -2.438 -1.448 -3.769
H -0.376 0.043 -5.082
H 0.898 -0.885 -4.173
H -1.363 -2.378 -2.679
H 0.876 0.906 -4.156
C 2.032 0.369 -0.510
O 3.120 0.418 -0.084
Cl -2.103 -0.187 0.125
C 1.550 -2.082 3.953
N 1.127 -0.839 3.377
C 0.911 0.271 4.098
C 0.447 1.395 3.498
C 0.108 1.307 2.112
N 0.538 0.274 1.394
C 0.893 -0.907 1.999
O 1.005 -2.002 1.444
N -0.750 2.195 1.509
H 1.700 -1.891 5.001
H 2.481 -2.449 3.511
H 0.773 -2.820 3.763
H 1.180 0.163 5.155
H 0.257 2.288 4.060
H -1.076 2.887 2.185
H -1.574 1.678 1.130


6.
35
Properties=species:S:1:pos:R:3 method="wB97M-V/def2-TZVPD" e_lumo_ev="-8.12 / -7.03" orbital_gap_ha="0.243 / 0.283" relative_energy_kcal_mol=0.0 multiplicity=7 charge=+2 e_homo_ha="-0.541 / -0.541"
I 3.318 -0.998 -3.352
I 4.297 0.169 -1.137
Tb -0.730 -0.489 -0.302
P 0.486 -2.891 0.604
C 1.293 -3.484 2.118
C -1.054 -3.933 0.545
H 1.005 -3.443 -1.707
H 1.565 -4.743 -0.587
H 2.490 -3.199 -0.732
C 1.488 -3.657 -0.738
H -1.599 -3.726 -0.394
H -0.799 -5.001 0.592
H 1.398 -4.574 2.121
H 0.697 -3.183 2.987
H -1.691 -3.672 1.409
H 2.287 -3.030 2.190
C 0.907 -0.165 2.113
O 1.437 0.142 3.074
Cl -1.056 -1.389 -2.559
C -3.478 3.547 -0.811
N -2.052 3.291 -0.514
C -1.174 4.341 -0.534
C 0.156 4.128 -0.298
C 0.637 2.836 -0.075
N -0.253 1.794 -0.108
C -1.584 2.063 -0.295
O -2.370 1.022 -0.328
N 1.884 2.469 0.199
H -3.861 4.251 -0.067
H -4.065 2.629 -0.803
H -3.550 4.027 -1.792
H -1.640 5.309 -0.748
H 0.835 4.968 -0.312
H 2.686 3.104 0.107
H 2.089 1.487 0.135


7.
27
Properties=species:S:1:pos:R:3 method="wB97M-V/def2-TZVPD" e_lumo_ev="0.05 / -1.38" orbital_gap_ha="0.247 / 0.290" relative_energy_kcal_mol=44.7 multiplicity=3 e_homo_ha="-0.245 / -0.341"
C -0.400 1.719 0.193
C 0.494 1.959 1.280
C 1.938 1.611 0.803
C 1.493 -0.328 -1.192
C 0.314 -1.369 -1.015
C 2.150 0.201 0.117
C -0.834 -0.872 -0.171
C -0.804 -1.336 1.271
C -2.225 -0.673 -0.787
F 3.563 0.077 -0.187
P -0.951 2.861 -0.889
H 0.474 2.926 1.760
H 0.288 1.196 2.087
H 2.488 2.415 0.231
H 2.523 1.405 1.684
H 2.279 -1.006 -1.604
H 1.177 0.556 -1.751
H -0.132 -1.537 -2.014
H 0.762 -2.387 -0.558
H 2.003 -0.540 0.925
H 0.122 -1.151 1.731
H -0.944 -2.477 1.341
H -1.587 -0.864 2.063
H -2.371 0.375 -0.447
H -2.887 -1.545 -0.577
H -2.056 -0.728 -1.907
H -1.661 2.061 -1.691


8.
27
Properties=species:S:1:pos:R:3 method="wB97M-V/def2-TZVPD" e_lumo_ev=0.83 orbital_gap_ha=0.314 relative_energy_kcal_mol=94.4 smiles="C=C(C)[C@H](C)CCC(N)=C=N" e_homo_ha=-0.284
C -0.970 -2.320 0.332
C -0.752 -1.137 -0.181
C -0.692 -0.698 -1.655
C -0.911 0.103 0.716
C -2.403 0.512 0.639
C 0.109 1.291 0.414
C 1.457 1.006 1.107
C 2.504 0.511 0.073
N 2.579 1.007 -1.294
C 2.943 -0.703 0.355
N 3.584 -1.595 0.806
H -0.875 -3.259 -0.335
H -1.283 -2.360 1.442
H -1.580 0.009 -1.768
H -0.947 -1.626 -2.307
H 0.355 -0.283 -1.737
H -0.622 -0.281 1.636
H -2.378 1.112 -0.373
H -2.763 1.159 1.526
H -2.957 -0.340 0.499
H -0.535 2.126 0.657
H 0.276 1.429 -0.713
H 1.839 1.966 1.394
H 1.386 0.363 1.963
H 3.389 0.555 -1.695
H 2.892 1.939 -1.351
H 3.362 -2.580 0.434